DFT (ωB97M-V/def2-TZVPD) results for 5 unconnected molecules or ions with the total composition C4H20N2O4 in a non-equilibrium geometry.

Each line ends with the Mulliken charge.
Positions of all 30 atoms, in Å:
C (-0.35806, 1.01937, 1.65868)  -0.962
N (0.59993, 0.84643, 0.58241)  -0.137
C (0.12205, 0.98451, -0.79925)  -0.800
C (0.27926, -0.23166, -1.67811)  1.284
C (-0.31772, 0.00268, -3.06302)  -1.366
N (1.73617, -0.43054, -1.85039)  -0.680
H (0.25347, 0.96751, 2.55576)  0.354
H (-0.78452, 2.02348, 1.67557)  0.288
H (-1.24832, 0.39504, 1.60466)  0.323
H (1.18677, 0.04372, 0.71708)  0.127
H (-0.91343, 1.31490, -0.77358)  0.391
H (0.72435, 1.81828, -1.17479)  0.120
H (-0.05223, -1.13380, -1.17660)  -0.201
H (-0.91675, -0.81559, -3.44187)  0.348
H (0.50984, 0.27513, -3.70902)  0.408
H (-0.95172, 0.89394, -3.07491)  0.233
H (2.20877, -0.78981, -1.03462)  0.157
H (2.04746, -0.90562, -2.68320)  0.190
O (2.64377, -1.72432, 1.25176)  -0.610
H (2.74417, -1.04959, 1.92682)  0.293
H (3.39505, -2.33027, 1.27877)  0.284
O (-0.74983, -2.85544, 1.48937)  -0.639
H (-0.19193, -2.68052, 0.72638)  0.308
H (-0.82344, -2.01775, 1.96648)  0.331
O (-2.20979, 3.35233, -0.83127)  -0.637
H (-2.68666, 3.27714, -1.67034)  0.304
H (-1.46795, 3.88942, -1.14402)  0.319
O (-1.57699, -0.98989, 3.63130)  -0.659
H (-1.03672, -1.69109, 4.01607)  0.310
H (-2.16502, -1.45798, 3.02386)  0.320

Properties
Orbital gap: 0.3117 Ha
Charge: 0
Lowest unoccupied orbital energy: 0.5 eV
SMILES: CNC[C@@H](C)N.O.O.O.O
HOMO level: -8.0191 eV

***

DFT (ωB97M-V/def2-TZVPD) results for 16 unconnected molecules or ions with the total composition C2H35O16 in a non-equilibrium geometry.

Each line ends with the Mulliken charge.
Positions of all 53 atoms, in Å:
C (22.12800, 24.81700, -7.76400)  1.127
C (21.92600, 25.66400, -6.45900)  -1.397
O (20.97000, 25.00700, -5.67400)  -0.006
H (22.89100, 25.23800, -8.43400)  0.621
H (21.24100, 24.94700, -8.32800)  -0.045
H (22.04800, 23.76900, -7.62900)  -0.825
H (21.46600, 26.65700, -6.70000)  0.626
H (22.84100, 25.91200, -5.97100)  0.176
O (18.97500, 23.81300, -4.37800)  -0.715
H (19.69300, 24.22600, -4.82200)  0.442
H (18.22300, 24.08400, -4.84900)  0.315
O (21.79400, 26.13200, -3.27800)  -0.745
H (22.28300, 25.46600, -2.77200)  0.261
H (21.69800, 25.74800, -4.15600)  0.237
O (22.62900, 20.98300, -7.56700)  -0.530
H (23.16500, 20.22200, -7.66000)  0.230
H (21.87700, 20.93400, -8.13700)  0.300
O (24.90600, 24.73500, -4.63400)  -0.603
H (24.69200, 25.65300, -4.44500)  0.295
H (25.29100, 24.43700, -3.80200)  0.274
O (22.74900, 23.16400, -5.20200)  -0.756
H (22.19900, 23.79600, -5.66000)  -0.229
H (23.46900, 23.68800, -4.97800)  0.522
O (18.74100, 24.94100, -7.76400)  -0.884
H (19.49100, 25.37000, -7.41400)  0.016
H (18.94700, 24.00600, -7.62700)  0.692
O (20.71300, 27.05400, -10.08200)  -0.688
H (19.79000, 26.81100, -9.95900)  0.291
H (20.91000, 27.76800, -9.43800)  0.281
O (21.25300, 21.97000, -9.80500)  -0.761
H (20.55500, 22.57700, -10.14200)  0.506
H (22.08500, 22.45800, -9.83100)  0.330
O (23.89500, 22.83400, -10.33500)  -0.731
H (24.14100, 21.91100, -10.22700)  0.304
H (24.21200, 23.20900, -9.49300)  0.362
O (19.75700, 22.43000, -7.45100)  -0.873
H (20.49600, 22.90700, -7.05200)  0.394
H (20.04100, 22.17800, -8.31200)  0.397
O (21.91700, 24.74100, -10.94500)  -0.639
H (22.52400, 24.41900, -10.30700)  0.188
H (21.58900, 25.50500, -10.50600)  0.432
O (19.11900, 23.90600, -10.11200)  -0.617
H (19.02300, 24.43200, -10.86800)  0.236
H (18.93600, 24.42900, -9.38000)  0.330
O (24.64600, 23.14800, -7.32900)  -0.694
H (24.98100, 23.70300, -6.67400)  0.296
H (23.80900, 22.81800, -7.00600)  0.295
O (19.35300, 28.35200, -7.60300)  -0.569
H (18.67000, 28.98800, -7.41200)  0.267
H (19.46400, 27.95200, -6.77300)  0.337
O (19.28800, 26.91100, -5.19700)  -0.773
H (19.91600, 26.23300, -5.37000)  0.394
H (19.64700, 27.55900, -4.60000)  0.306

Properties
Orbital gap: 0.2994 Ha
Charge: -1
Lowest unoccupied orbital energy: 2.3 eV
HOMO level: -5.8018 eV

***

DFT (ωB97M-V/def2-TZVPD) results for 2 unconnected molecules or ions with the total composition CH2INS in a non-equilibrium geometry.

Each line ends with the Mulliken charge.
Positions of all 6 atoms, in Å:
C (0.07202, 1.41694, -0.32892)  -0.137
N (0.22560, -1.15028, 0.42340)  -0.702
S (0.75081, 2.59820, 0.40834)  -0.010
I (1.01423, -2.43844, -0.86353)  0.102
H (0.32561, -0.34242, -0.02797)  0.472
H (-0.70397, -0.94737, 0.78562)  0.275

Properties
Orbital gap: 0.2907 Ha
Charge: 0
Lowest unoccupied orbital energy: -0.6 eV
HOMO level: -8.5533 eV

***

Q: Which formula does entry 1 have?
A: C4H20N2O4